(1)
A molecular structure, C21H16Cl5EuF3N2O3PS in a non-equilibrium geometry, computed with ωB97M-V/def2-TZVPD.

Structure (ORCA input):
```
! wB97M-V def2-TZVPD RIJCOSX def2/J DEFGRID3
* xyz 0 7
Eu -0.16 -0.36 -0.12
Cl 2.42 -1.53 1.18
C 2.11 -0.13 2.15
C 1.03 0.64 1.71
C 0.73 1.74 2.51
Cl -0.62 2.66 1.95
C 1.45 2.08 3.65
Cl 1.01 3.45 4.61
C 2.55 1.30 4.01
Cl 3.49 1.73 5.38
C 2.89 0.18 3.25
Cl 4.26 -0.77 3.68
O -2.27 -2.58 2.55
C -1.94 -1.95 1.56
O -0.84 -2.03 0.92
C -2.96 -0.94 0.99
C -4.32 -1.24 1.03
C -5.23 -0.34 0.50
C -4.75 0.85 -0.01
C -3.39 1.10 0.03
N -2.50 0.21 0.49
H -4.63 -2.18 1.47
H -6.28 -0.56 0.50
H -5.42 1.59 -0.43
H -2.99 2.04 -0.32
F -3.69 -0.95 -4.42
C -2.68 -0.27 -4.96
F -1.77 -1.18 -5.37
F -3.17 0.29 -6.08
C -2.08 0.75 -4.03
C -1.99 2.07 -4.39
C -1.39 2.97 -3.51
C -0.92 2.49 -2.31
N -0.98 1.21 -1.94
C -1.54 0.31 -2.79
S -1.55 -1.32 -2.31
H -2.37 2.40 -5.35
H -1.29 4.01 -3.78
H -0.46 3.15 -1.58
C 3.81 -1.66 -2.17
P 2.00 -1.46 -2.38
C 1.68 -1.24 -4.16
C 1.25 -3.05 -1.86
O 1.52 -0.27 -1.59
H 4.22 -2.28 -2.96
H 4.01 -2.12 -1.20
H 4.26 -0.67 -2.20
H 2.18 -2.01 -4.73
H 2.05 -0.26 -4.46
H 0.61 -1.29 -4.34
H 1.96 -3.85 -2.03
H 0.35 -3.25 -2.45
H 0.98 -3.03 -0.80
*
```

For the HOMO-LUMO gap (spin up / spin down), the calculation gives 8.13 / 8.46 eV. The expectation value of S² is 12.01. Its LUMO energy (spin up / spin down) is -0.15 / 0.17 eV.

---

(2)
A molecular structure, C21H16ClN3O6Pd, computed with ωB97M-V/def2-TZVPD.

Structure (ORCA input):
```
! wB97M-V def2-TZVPD RIJCOSX def2/J DEFGRID3
* xyz 0 3
Pd 0.93 0.50 -1.49
C -3.01 -1.51 -1.59
C -2.03 -0.37 -1.57
O -0.85 -0.68 -1.80
C -2.49 0.99 -1.30
C -3.88 1.19 -1.12
C -4.42 2.42 -0.91
C -3.57 3.54 -0.88
C -2.22 3.39 -1.04
C -1.62 2.12 -1.26
O -0.33 2.11 -1.37
H -2.45 -2.43 -1.75
H -3.74 -1.39 -2.39
H -3.56 -1.57 -0.65
H -4.54 0.33 -1.15
H -5.49 2.54 -0.77
H -3.98 4.53 -0.71
H -1.56 4.25 -1.02
O 1.59 -5.15 -0.73
C 1.10 -4.64 0.38
O 0.65 -5.32 1.27
C 1.10 -3.15 0.50
C 0.66 -2.44 1.60
Cl -0.02 -2.98 3.06
N 0.79 -1.12 1.35
N 1.33 -0.94 0.13
C 1.49 -2.15 -0.41
C 2.05 -2.19 -1.81
O 2.37 -3.27 -2.30
O 2.15 -1.05 -2.37
C 0.54 -0.01 2.21
C -0.33 0.98 1.78
C -0.54 2.08 2.59
C 0.09 2.18 3.82
C 0.96 1.17 4.24
C 1.19 0.07 3.43
H 1.92 -4.46 -1.37
H -0.83 0.90 0.82
H -1.22 2.86 2.25
H -0.08 3.03 4.45
H 1.46 1.24 5.19
H 1.88 -0.70 3.73
C 5.19 0.66 -1.96
C 3.91 1.24 -1.60
N 2.90 1.68 -1.30
H 5.05 -0.41 -2.12
H 5.91 0.83 -1.16
H 5.55 1.11 -2.89
*
```

For the HOMO-LUMO gap (spin up / spin down), the calculation gives 8.28 / 6.98 eV. The expectation value of S² is 2.01. Its LUMO energy (spin up / spin down) is -0.15 / -1.47 eV.

---

(3)
A single C21H16N4O3 molecule in a non-equilibrium geometry, computed with ωB97M-V/def2-TZVPD.

Structure (ORCA input):
```
! wB97M-V def2-TZVPD RIJCOSX def2/J DEFGRID3
* xyz 0 1
N 0.00 -4.09 1.31
O -1.97 -1.32 2.64
O 4.48 -0.27 2.68
C 0.37 -2.98 1.22
N -1.38 -0.51 0.65
O -4.53 -2.46 1.56
C -2.21 -1.30 1.43
C 3.85 0.50 1.97
C -5.44 -2.85 0.63
C -5.08 -2.49 -0.61
C 5.29 4.41 1.16
C 4.01 4.07 0.83
C -3.81 -1.88 -0.48
C 2.09 -1.26 1.57
C 6.17 3.44 1.84
C 2.27 2.40 0.70
C -3.52 -1.82 0.85
C 2.55 0.08 1.41
C 0.80 -1.60 1.19
C 5.69 2.16 2.04
C 3.57 2.70 1.05
C 1.76 1.02 0.77
C -0.08 -0.53 0.66
N 4.40 1.76 1.64
N 0.52 0.65 0.19
C -0.72 0.73 -2.05
C -1.16 2.43 -0.30
C -0.11 1.50 -0.88
H -6.39 -3.31 0.85
H -5.65 -2.68 -1.51
H 5.67 5.38 0.89
H 3.38 4.82 0.36
H -3.23 -1.51 -1.29
H 2.75 -1.99 1.98
H 7.16 3.76 2.21
H 1.63 3.22 0.38
H 6.32 1.46 2.60
H -1.15 1.40 -2.85
H -1.52 0.05 -1.80
H 0.07 0.11 -2.48
H -2.05 1.85 0.02
H -0.73 2.93 0.55
H -1.48 3.15 -1.02
H 0.69 2.16 -1.26
*
```

For the HOMO-LUMO gap, the calculation gives 7.11 eV. As for the SMILES: CC(C)n1/c(=N/C(=O)c2ccco2)c(C#N)cc2c(=O)n3ccccc3cc21. Its LUMO energy is -0.97 eV.

---

(4)
A molecular structure, C21H16N4O3PdS5, computed with ωB97M-V/def2-TZVPD.

Structure (ORCA input):
```
! wB97M-V def2-TZVPD RIJCOSX def2/J DEFGRID3
* xyz 2 5
Pd 1.09 0.12 -0.43
N -0.62 -3.62 1.15
C -1.77 -3.49 1.93
C -2.50 -4.62 2.28
C -3.63 -4.47 3.05
C -4.05 -3.20 3.49
C -3.33 -2.08 3.15
C -2.18 -2.22 2.37
S -1.31 -0.81 1.92
N -0.06 -1.35 1.02
C 0.17 -2.61 0.75
C 1.40 -2.94 -0.03
C 1.96 -4.20 -0.02
C 3.10 -4.43 -0.78
C 3.63 -3.40 -1.52
C 3.02 -2.15 -1.46
N 1.93 -1.92 -0.73
H -0.40 -4.55 0.83
H -2.19 -5.60 1.94
H -4.21 -5.34 3.32
H -4.94 -3.11 4.10
H -3.65 -1.10 3.48
H 1.57 -5.00 0.60
H 3.57 -5.41 -0.78
H 4.51 -3.53 -2.13
H 3.41 -1.31 -2.02
C 4.75 3.26 -2.07
O 4.34 2.69 -0.80
C 3.33 1.89 -0.77
S 2.42 1.38 -2.08
S 2.89 1.27 0.79
H 3.93 3.85 -2.48
H 5.03 2.46 -2.75
H 5.60 3.89 -1.83
O -2.65 0.88 -0.16
S -1.66 1.55 -0.95
O -1.21 0.92 -2.15
N -0.29 1.76 0.00
C -0.01 3.03 0.20
S 1.34 3.60 1.04
C -1.01 3.96 -0.39
C -1.06 5.34 -0.33
C -2.09 5.99 -0.98
C -3.06 5.28 -1.68
C -3.02 3.89 -1.75
C -1.99 3.27 -1.10
H -0.30 5.90 0.22
H -2.15 7.07 -0.94
H -3.86 5.82 -2.18
H -3.78 3.34 -2.29
*
```

For the HOMO-LUMO gap (spin up / spin down), the calculation gives 6.98 / 5.94 eV. The expectation value of S² is 6.03. Its LUMO energy (spin up / spin down) is -6.75 / -8.53 eV.

---

Number 1: total energy -5195.680563 a.u.. Number 2: total energy -2013.645738 a.u.. Number 3: total energy -1254.533469 a.u.. Number 4: total energy -3372.833597 a.u..